1.
{
  "formula": "C35H93N7O10",
  "method": "the ωB97M-V functional and the def2-TZVPD basis",
  "symbols": ["C", "C", "C", "O", "H", "H", "H", "H", "H", "H", "H", "H", "C", "O", "C", "C", "N", "C", "C", "O", "C", "H", "H", "H", "H", "H", "H", "H", "H", "H", "H", "H", "H", "H", "H", "H", "C", "O", "C", "C", "N", "C", "C", "O", "C", "H", "H", "H", "H", "H", "H", "H", "H", "H", "H", "H", "H", "H", "H", "H", "C", "C", "C", "O", "C", "N", "H", "H", "H", "H", "H", "H", "H", "H", "H", "H", "H", "C", "C", "C", "O", "C", "N", "H", "H", "H", "H", "H", "H", "H", "H", "H", "H", "H", "C", "C", "C", "O", "C", "N", "H", "H", "H", "H", "H", "H", "H", "H", "H", "H", "H", "C", "C", "C", "O", "C", "N", "H", "H", "H", "H", "H", "H", "H", "H", "H", "H", "H", "C", "C", "C", "O", "C", "N", "H", "H", "H", "H", "H", "H", "H", "H", "H", "H", "H"],
  "xyz": [[-1.71910, -2.21249, 0.49878], [-0.58488, -1.26689, 0.74632], [0.35890, -1.21291, -0.43705], [-1.13746, 0.04315, 1.00834], [-2.25488, -1.94880, -0.41668], [-2.51491, -2.33584, 1.23824], [-1.30970, -3.21835, 0.36294], [-0.05190, -1.52919, 1.67078], [0.84826, -2.17555, -0.59486], [1.09130, -0.40680, -0.36325], [-0.23263, -1.02566, -1.34201], [-0.40166, 0.66242, 0.99276], [0.09844, -2.68707, -7.37403], [-0.78864, -2.98045, -6.31786], [-1.02983, -1.88883, -5.46159], [-2.36767, -2.07465, -4.79402], [-2.56683, -1.09473, -3.74314], [-3.74574, -1.32680, -2.92788], [-3.87285, -0.25057, -1.87486], [-4.42385, 0.90580, -2.44245], [-4.39640, 2.00586, -1.55077], [0.87670, -1.98248, -7.05677], [-0.43310, -2.25554, -8.22844], [0.59427, -3.60863, -7.67462], [-1.00051, -0.91344, -5.96551], [-0.25684, -1.88678, -4.67977], [-2.40731, -3.08352, -4.36798], [-3.19813, -2.06648, -5.52020], [-2.60010, -0.17350, -4.16706], [-3.54330, -2.24238, -2.35835], [-4.68548, -1.43261, -3.48482], [-2.87100, -0.05814, -1.45658], [-4.44310, -0.59521, -0.99643], [-3.36955, 2.18988, -1.21787], [-5.01980, 1.79205, -0.67328], [-4.80116, 2.86914, -2.07008], [7.40039, 6.28248, -8.25489], [6.48497, 5.36515, -7.71737], [7.02637, 4.51961, -6.72277], [5.89822, 3.87557, -5.97443], [6.41351, 2.69660, -5.26300], [5.49945, 2.20075, -4.25109], [4.19571, 1.61284, -4.75876], [3.56048, 1.00797, -3.64276], [2.31022, 0.41871, -3.95555], [6.90258, 6.86528, -9.02873], [8.23467, 5.78033, -8.76507], [7.77608, 6.96127, -7.48262], [7.72582, 5.02453, -6.05298], [7.53975, 3.69989, -7.25088], [5.10044, 3.57550, -6.66577], [5.42217, 4.56698, -5.27478], [6.54005, 1.97154, -5.96268], [5.30306, 3.03522, -3.56309], [5.95095, 1.50157, -3.54065], [4.42672, 0.79699, -5.46249], [3.52847, 2.34853, -5.21668], [1.79452, 0.92978, -4.76988], [1.76546, 0.45766, -3.01107], [2.43048, -0.64439, -4.19797], [1.68216, 4.04967, -2.83946], [1.64156, 3.60921, -1.39220], [1.59393, 4.72097, -0.40103], [2.71919, 5.53542, -0.59964], [2.70919, 6.68195, 0.23570], [0.41860, 2.75661, -1.24302], [2.65630, 4.46095, -3.11071], [0.98724, 4.87768, -3.00495], [1.41860, 3.21491, -3.48419], [2.42963, 2.87774, -1.17364], [1.55823, 4.37485, 0.64256], [0.64749, 5.28011, -0.52021], [2.83533, 6.34351, 1.27186], [1.77848, 7.23653, 0.10244], [3.58308, 7.26851, -0.03205], [0.25428, 2.48089, -0.28207], [0.52985, 1.87543, -1.72969], [3.81479, 0.82143, 3.61436], [2.97979, 1.20489, 2.40586], [1.64063, 1.76925, 2.83987], [0.88085, 2.15890, 1.70984], [-0.17266, 3.02488, 2.08286], [3.72217, 2.23770, 1.63975], [4.00701, 1.67958, 4.26028], [4.76756, 0.39300, 3.31094], [3.29885, 0.08536, 4.24310], [2.81538, 0.32094, 1.77778], [1.86280, 2.65713, 3.45489], [1.07492, 1.08262, 3.47961], [0.19590, 3.91963, 2.59180], [-0.91953, 2.54929, 2.73224], [-0.72101, 3.28272, 1.17718], [4.02345, 1.89455, 0.73322], [3.04415, 2.94506, 1.36723], [-4.05703, 1.83485, 4.13218], [-3.05472, 0.81740, 4.57891], [-3.17671, 0.35933, 6.01174], [-2.91493, 1.44655, 6.87206], [-2.72714, 1.08130, 8.20757], [-3.17849, -0.36048, 3.72264], [-3.99389, 2.73714, 4.74229], [-5.10209, 1.51892, 4.15627], [-3.84205, 2.06334, 3.08470], [-2.06071, 1.25948, 4.40980], [-2.46321, -0.45309, 6.20796], [-4.19289, -0.03500, 6.16055], [-2.03803, 1.75295, 8.72121], [-2.27028, 0.08501, 8.29820], [-3.67427, 1.06839, 8.76058], [-2.44608, -1.06275, 3.82496], [-2.99410, -0.18409, 2.73500], [-5.05147, -3.51018, 5.04383], [-5.36820, -3.70083, 3.58697], [-4.63997, -4.87312, 2.98835], [-4.72169, -4.81372, 1.58940], [-3.79642, -5.65820, 0.93208], [-6.83945, -3.82601, 3.39789], [-5.70995, -2.81277, 5.56785], [-4.04988, -3.12854, 5.24231], [-5.20932, -4.42632, 5.62635], [-5.00708, -2.81244, 3.05083], [-5.07122, -5.81203, 3.37679], [-3.59562, -4.83966, 3.32699], [-3.95654, -6.66957, 1.32145], [-2.76212, -5.34943, 1.12421], [-4.02942, -5.55052, -0.12336], [-7.20390, -2.90565, 3.17600], [-6.94368, -4.34265, 2.52660], [1.02542, -5.32776, 1.61220], [1.59558, -5.05434, 2.98701], [0.57237, -5.02944, 4.10028], [-0.39434, -4.04852, 3.78558], [-1.35341, -3.88582, 4.78150], [2.77270, -5.83921, 3.36487], [0.64109, -6.34755, 1.49720], [1.82107, -5.26314, 0.86378], [0.25219, -4.60334, 1.36104], [1.96003, -4.01749, 2.94951], [1.09357, -4.76952, 5.02685], [0.07805, -6.01012, 4.18295], [-2.02746, -3.08785, 4.46138], [-0.95128, -3.55557, 5.74901], [-1.98792, -4.76801, 4.93373], [2.66001, -6.81929, 3.12307], [3.55663, -5.52684, 2.80442]],
  "charge": 0,
  "de_lowest_kj_mol": 0.0,
  "gap_ha": 0.344,
  "smiles": "COC[C@H](C)N.COC[C@H](C)N.COC[C@H](C)N.COC[C@H](C)N.COC[C@H](C)N.COCCNCCOC.COCCNCCOC.CC(C)O"
}



2.
{
  "formula": "C35H95AgN8O9",
  "method": "the ωB97M-V functional and the def2-TZVPD basis",
  "symbols": ["Ag", "C", "C", "C", "O", "H", "H", "H", "H", "H", "H", "H", "C", "C", "C", "O", "C", "N", "H", "H", "H", "H", "H", "H", "H", "H", "H", "H", "H", "C", "C", "C", "O", "C", "N", "H", "H", "H", "H", "H", "H", "H", "H", "H", "H", "H", "C", "C", "C", "O", "C", "N", "H", "H", "H", "H", "H", "H", "H", "H", "H", "H", "H", "C", "C", "C", "O", "C", "N", "H", "H", "H", "H", "H", "H", "H", "H", "H", "H", "H", "C", "C", "C", "O", "C", "N", "H", "H", "H", "H", "H", "H", "H", "H", "H", "H", "H", "C", "C", "C", "O", "C", "N", "H", "H", "H", "H", "H", "H", "H", "H", "H", "H", "H", "C", "C", "C", "O", "C", "N", "H", "H", "H", "H", "H", "H", "H", "H", "H", "H", "H", "C", "C", "C", "O", "C", "N", "H", "H", "H", "H", "H", "H", "H", "H", "H", "H", "H"],
  "xyz": [[-3.73382, -1.82626, 4.49641], [1.62273, -0.32005, -0.26072], [0.18388, -0.48054, 0.09568], [-0.26028, -1.90447, -0.23275], [-0.10331, -0.08464, 1.44077], [1.73643, -0.48274, -1.33250], [2.34137, -0.89248, 0.32577], [1.95780, 0.69972, -0.07129], [-0.40185, 0.10126, -0.61603], [-1.21819, -2.08178, 0.25619], [0.48442, -2.67935, -0.05084], [-0.38819, -1.94177, -1.31458], [-6.17110, -2.48133, -6.28806], [-4.78299, -2.29294, -5.57133], [-3.61372, -2.18362, -6.59409], [-3.46867, -3.38135, -7.32105], [-2.70171, -4.39820, -6.73746], [-4.95382, -1.21948, -4.64935], [-7.02526, -2.40086, -5.61574], [-6.27580, -3.49727, -6.66885], [-6.21559, -1.78643, -7.12665], [-4.53634, -3.16374, -4.96390], [-2.62439, -1.88724, -6.24556], [-3.90048, -1.38338, -7.27635], [-2.36130, -5.09524, -7.50320], [-3.30825, -4.97227, -6.03700], [-1.81822, -4.04545, -6.20537], [-4.17533, -0.96599, -4.05793], [-5.69230, -1.34263, -3.97143], [3.88348, -3.90885, 7.68639], [3.17786, -3.62259, 6.42291], [2.20440, -4.69128, 5.98653], [2.76779, -5.86556, 5.51344], [3.49605, -5.81911, 4.27906], [2.48009, -2.34650, 6.62913], [4.64437, -3.18855, 7.98695], [4.37216, -4.88313, 7.69379], [3.16858, -4.01376, 8.50248], [3.96157, -3.40715, 5.69663], [1.58573, -4.30686, 5.17562], [1.53375, -4.92472, 6.81347], [4.17081, -4.96881, 4.18014], [2.84818, -5.88681, 3.40511], [4.11794, -6.70919, 4.18363], [1.99156, -2.11848, 5.77505], [3.17038, -1.61768, 6.74060], [-1.58676, 4.98080, -6.38963], [-2.17851, 4.85157, -7.83164], [-3.71623, 4.75858, -7.86729], [-4.21357, 4.83856, -9.22952], [-5.61896, 4.62330, -9.27308], [-1.82146, 6.07351, -8.58321], [-0.50126, 4.95973, -6.48630], [-1.89427, 4.11044, -5.80996], [-1.89868, 5.92476, -5.94270], [-1.73513, 3.98413, -8.32059], [-4.09729, 5.57653, -7.25586], [-4.00511, 3.88943, -7.27636], [-6.15828, 5.45585, -8.82134], [-5.96203, 3.69693, -8.81237], [-5.88820, 4.59107, -10.32881], [-2.08793, 6.74527, -7.87764], [-2.51715, 6.18307, -9.30716], [-6.45373, 4.30523, 3.53298], [-6.69381, 2.80347, 3.78677], [-6.81629, 1.96361, 2.47407], [-7.09605, 0.57051, 2.68671], [-8.45934, 0.33083, 3.11448], [-5.57516, 2.34882, 4.62296], [-5.46082, 4.45653, 3.10948], [-6.40101, 4.82983, 4.48698], [-7.23531, 4.86163, 3.01563], [-7.55331, 2.67468, 4.44462], [-5.86113, 2.04930, 1.95599], [-7.50423, 2.40801, 1.75480], [-8.72494, 0.78790, 4.06771], [-8.49779, -0.74167, 3.30513], [-9.07976, 0.58856, 2.25613], [-5.51105, 2.88964, 5.47355], [-4.72205, 2.52809, 4.11290], [1.55696, 7.63594, 3.79269], [2.11780, 6.89694, 4.97370], [2.40656, 7.84253, 6.23906], [3.49348, 8.72450, 5.95165], [4.77368, 8.09974, 5.80543], [1.17145, 5.85740, 5.38787], [2.27929, 8.36851, 3.43260], [0.68033, 8.21469, 4.08366], [1.17673, 7.02172, 2.97645], [3.07018, 6.38627, 4.83128], [2.67038, 7.20856, 7.08557], [1.58831, 8.49947, 6.53401], [5.14705, 7.52363, 6.65207], [5.45022, 8.92880, 5.59795], [4.85426, 7.38625, 4.98535], [1.15791, 5.14174, 4.67531], [1.43213, 5.38936, 6.24406], [-6.29537, -8.39110, 1.69131], [-6.64059, -7.55326, 2.87556], [-7.56534, -8.27592, 3.94371], [-8.76168, -8.60438, 3.24330], [-9.85005, -8.98761, 4.08822], [-5.43168, -7.14560, 3.56782], [-5.78190, -7.68037, 1.04378], [-7.19838, -8.73325, 1.18572], [-5.63669, -9.21759, 1.95804], [-7.05783, -6.65193, 2.42652], [-7.86292, -7.60227, 4.74730], [-7.06908, -9.18835, 4.27430], [-10.06052, -8.38935, 4.97472], [-9.50818, -9.90496, 4.56747], [-10.75111, -9.23275, 3.52598], [-5.06430, -7.99339, 3.97573], [-4.71455, -7.08629, 2.85908], [10.15064, 4.57870, 0.28202], [10.63496, 5.65356, -0.62840], [9.77677, 6.93042, -0.74059], [8.57330, 6.60420, -1.52987], [7.36588, 6.74771, -0.72620], [12.06285, 5.84429, -0.26306], [10.73706, 3.66976, 0.14768], [9.17223, 4.16229, 0.04246], [10.20794, 4.91335, 1.31780], [10.70656, 5.22126, -1.62644], [10.45748, 7.63806, -1.21384], [9.64829, 7.29147, 0.27981], [7.36526, 6.08084, 0.13600], [6.50547, 6.60400, -1.37975], [7.37948, 7.73025, -0.25446], [12.43932, 6.56770, -0.85892], [12.55219, 5.01288, -0.56209], [5.05902, -6.64805, -3.78920], [6.20108, -5.72804, -4.09756], [5.97925, -4.30519, -3.60330], [7.11037, -3.46921, -3.97308], [6.83331, -2.08058, -3.59729], [7.34454, -6.32494, -3.48314], [5.14863, -7.62379, -4.26670], [4.12426, -6.19422, -4.11840], [4.88589, -6.85194, -2.73253], [6.42277, -5.64198, -5.16130], [5.94776, -4.24265, -2.51555], [5.01998, -3.92243, -3.95173], [6.02495, -1.59577, -4.14467], [7.76349, -1.58550, -3.87616], [6.67385, -2.03350, -2.52005], [8.05949, -5.62992, -3.64404], [7.24549, -6.09038, -2.50576]],
  "charge": 0,
  "de_lowest_kj_mol": 1000.3,
  "gap_ha": 0.108
}